This record from the Open Molecules 2025 dataset describes 2 unconnected molecules or ions with the total composition C3H9NO2. The level of theory is ωB97M-V/def2-TZVPD.

The SMILES is CC(N)=O.CO. The charge is 0. The energy above the lowest of the compared OMol25 structures with the same formula, charge and spin is 197.6 kJ/mol. Its spin multiplicity is 1. The calculation puts the HOMO-LUMO gap at 0.389 Ha. The highest occupied orbital energy comes out at -9.793 eV. The LUMO energy is 0.7905 eV.

Last columns: bonded neighbours and bond lengths (Å).
Atoms and positions in Å:
1 C -0.24620 -0.64419 2.53866  C2 1.360, H5 1.109, H6 1.073, H7 1.183
2 C 0.27209 -1.09489 1.36453  C1 1.360, N3 1.419, O4 1.272
3 N 1.51914 -1.76572 1.27271  C2 1.419, H8 1.038, H9 0.989
4 O -0.34326 -1.21485 0.25773  C2 1.272
5 H -0.31258 -1.37737 3.36801  C1 1.109
6 H -1.25512 -0.28593 2.46606  C1 1.073
7 H 0.33608 0.28540 2.98169  C1 1.183
8 H 1.74721 -2.06282 0.30452  N3 1.038
9 H 2.18673 -1.84667 1.99836  N3 0.989
10 C -0.63741 2.01222 -2.71170  O11 1.409, H12 1.138, H13 1.108, H14 1.099
11 O -1.35001 0.79717 -2.72128  C10 1.409, H15 1.013
12 H 0.07715 2.02245 -3.59710  C10 1.138
13 H -1.33730 2.84859 -2.90783  C10 1.108
14 H 0.00573 2.27296 -1.86006  C10 1.099
15 H -0.66227 0.05364 -2.75430  O11 1.013